Here is a cluster of 7 separate species, C43H85N2O20 in total in a non-equilibrium geometry from OMol25. Energies are from ωB97M-V/def2-TZVPD.

```
! RIJCOSX wB97M-V def2-TZVPD def2/J DEFGRID3
* xyz 0 2
O 1.06462 -2.31336 -3.53929
O 1.76880 -2.86286 6.69720
O -1.50461 6.81717 -7.65312
O 4.86895 -6.57402 0.81920
O 7.40407 -2.99205 8.60540
O -0.03997 7.82971 -8.94015
O 5.53067 -5.59075 -1.15084
O 0.61140 -2.21805 -1.39165
O -1.04133 4.84809 -2.78252
O 2.74015 -2.78593 -2.03762
O -3.08567 -5.41270 -5.17633
O 6.08216 -7.68523 -0.78227
O -2.51742 -6.35503 -3.15771
O 1.97783 -0.89723 5.52317
O 8.02209 -0.85505 8.02486
O -4.05240 -7.33852 -4.38386
O 6.43295 -1.84133 6.87216
O 1.90689 -2.78804 4.40664
O 0.59374 5.90207 -7.86591
O -10.10023 2.76312 -1.16467
N -0.55045 4.34086 -1.63543
N -7.96482 2.11953 0.05697
C -2.33685 3.19281 0.84829
C -1.28109 -0.40052 2.68407
C -2.27995 6.22142 -0.88655
C 1.00677 -2.44893 -0.04175
C 3.33163 -0.28154 7.45171
C -5.08671 2.92927 1.02900
C -0.23764 6.75800 -8.13366
C 10.22425 -1.68098 8.65689
C 2.17565 -4.06416 -4.81654
C 1.59004 -2.46173 -2.29770
C 1.98931 -0.15889 6.75099
C -2.38863 2.69861 -0.70859
C 4.92248 -4.35821 -0.74615
C 5.42894 -6.61468 -0.26720
C 5.77017 -3.64392 0.29263
C -1.00181 5.21749 -0.49125
C 5.67876 -3.01371 6.57451
C 1.86475 -2.24312 5.64734
C -3.19917 -6.28639 -4.32823
C 0.26770 6.27287 -0.21455
C -1.59008 -5.29004 -2.91555
C -0.90252 2.88374 -1.45192
C 6.14470 -8.80119 0.10237
C -2.31173 -4.01742 -2.50628
C -2.03636 0.51780 1.50834
C 9.01400 -0.85534 9.05875
C -1.24830 4.44887 0.93282
C -1.26399 5.99623 -5.37293
C -4.91176 -7.32274 -5.52102
C -1.14087 2.28065 -2.99442
C -8.79400 0.91881 -2.34789
C -6.37615 3.99365 1.07474
C 0.27575 1.95336 -0.79416
C -8.98443 1.98780 -1.09192
C -8.69413 1.87527 1.36488
C 1.90820 -4.21348 4.40415
C -1.87435 5.77172 -6.74586
C -7.58752 3.58578 0.04374
C 7.29139 -1.99200 7.91064
C -1.82742 2.08266 1.93506
C 1.29527 7.94595 -9.42543
C -3.76383 3.81397 1.41854
C 1.95971 -2.57233 -4.62766
H 0.19882 -2.10971 0.61246
H 1.15809 -3.52106 0.12254
H 1.81898 -4.55224 3.36824
H -8.54432 4.22097 0.35222
H -1.61016 5.24674 1.70900
H -1.98817 7.02508 -1.69822
H -5.46822 -8.26392 -5.54036
H -9.57282 0.05392 -2.19886
H 6.79255 -3.50552 -0.07390
H -8.77668 2.85482 2.03977
H 6.33924 -3.78653 6.16724
H 1.28515 2.21275 -1.35512
H 5.14808 -9.09008 0.45100
H 11.01062 -1.60808 9.41349
H -0.17183 5.94613 -5.40836
H 2.79164 -4.25701 -5.69943
H -3.77291 3.94159 2.60063
H 6.57606 -9.64477 -0.44365
H 9.32065 0.18664 9.20292
H -8.98467 1.48795 -3.37525
H 4.84872 -3.73274 -1.64274
H 2.85560 -4.58453 4.80924
H -3.26668 5.63829 -1.11883
H 6.79780 -8.56705 0.94971
H -6.04547 5.09991 0.77374
H 3.52967 -1.31291 7.75766
H -1.86166 -0.31760 3.72178
H -0.94804 -5.12989 -3.78933
H 3.36156 0.35095 8.34345
H -7.35890 3.86596 -1.07929
H 4.14486 0.01136 6.77968
H -5.09046 2.48110 -0.05164
H 1.25711 5.84715 -0.67286
H 1.96934 8.19945 -8.60037
H 0.02149 0.82041 -1.07076
H -0.69116 2.20056 2.26312
H -0.17334 4.08965 1.30671
H -1.54187 0.23193 0.46004
H 5.15085 -3.38361 7.45923
H -7.67423 0.57631 -2.35066
H -2.44970 2.24341 2.94050
H 1.21695 -4.58039 -4.93130
H 9.96479 -2.73657 8.53452
H -0.94151 -5.61612 -2.09484
H 0.46576 2.11929 0.34834
H -3.88323 4.92380 0.99602
H 1.62078 7.02610 -9.92158
H -3.09467 3.47322 -1.28112
H -5.31588 2.13974 1.88089
H -1.52349 6.99019 -4.99416
H 5.34333 -2.66641 0.53433
H 1.16271 -0.47255 7.39883
H -1.19998 -1.53320 2.39743
H 4.93669 -2.75708 5.81338
H -3.17697 0.18294 1.46106
H 0.02176 7.35226 -0.66006
H 0.31364 6.42251 0.95408
H 5.84118 -4.22376 1.21746
H -1.61766 5.24185 -4.66444
H -2.49622 6.83983 0.11158
H -4.34071 -7.24115 -6.45134
H 1.81370 0.89075 6.49032
H 1.91234 -1.88788 0.21010
H -1.60480 4.79120 -7.15485
H -2.96670 -4.20495 -1.64918
H 2.67279 -4.50868 -3.94947
H 10.62170 -1.33887 7.69577
H -0.18572 0.00540 2.91309
H -1.15400 1.09183 -2.92484
H -2.86572 1.64695 -0.89394
H 1.06211 -4.61405 4.97153
H -8.14637 1.00368 1.93939
H -1.59526 -3.23446 -2.24213
H -2.19196 2.59569 -3.42480
H -2.94671 -3.64112 -3.31360
H -6.83248 4.09101 2.16451
H -2.96660 5.79678 -6.66288
H 1.49073 -2.15951 -5.52774
H 2.90691 -2.03965 -4.48476
H 8.58455 -1.19885 10.00686
H -0.24131 2.53996 -3.71342
H 1.32241 8.75907 -10.15614
H 3.90081 -4.53006 -0.38835
H -5.62802 -6.49893 -5.43362
H -9.81287 1.55870 1.13788
*
```

The value obtained for the calculated total energy is -89889.2791 eV. For the HOMO-LUMO gap (spin up / spin down), the calculation gives 9.33 / 9.19 eV. The LUMO energy (spin up / spin down) comes out at 0.0125 / -0.0138 Ha. Its expectation value of S² is 0.7545.